The following is a DFT calculation (wB97M-V/def2-TZVPD) of a structure of composition C11H12CdN2O4Se.

The geometry in XYZ format:
```
31
Properties=species:S:1:pos:R:3:nbo_charge:R:1
Cd -0.0013 -0.0068 -2.2040 1.524
O -0.0067 3.2672 -1.6919 -0.351
C -0.0054 2.1239 -1.8184 0.397
C 0.0037 -2.1338 -1.8163 0.396
O 0.0052 -3.2771 -1.6916 -0.352
C 2.1295 -0.0016 -1.9625 0.402
O 3.2703 0.0018 -1.9159 -0.341
C -2.1306 -0.0085 -1.9596 0.402
O -3.2715 -0.0108 -1.9165 -0.341
C -0.0020 0.6813 -4.2339 -0.515
H -0.9549 1.2631 -4.3030 0.268
H 0.9485 1.2665 -4.3035 0.268
C 0.0005 -0.6923 -4.2336 -0.515
H 0.9530 -1.2739 -4.3032 0.268
H -0.9503 -1.2774 -4.3028 0.268
C -2.4793 -0.3173 2.1431 -0.387
N -1.0953 -0.0889 2.8096 -0.310
C -0.6662 0.0115 4.1478 -0.023
C 0.6262 0.1501 4.1406 -0.032
N 1.0917 0.1443 2.7959 -0.307
C 2.5065 0.2435 2.2131 -0.396
C -0.0116 -0.0043 1.9973 0.183
Se -0.0096 -0.0020 0.3014 -0.369
H -2.7174 0.4686 1.4766 0.219
H -3.1842 -0.3103 2.9771 0.242
H -2.5166 -1.2441 1.6572 0.221
H -1.3913 -0.0402 4.8348 0.243
H 1.3469 0.2520 4.8426 0.246
H 2.9247 1.1842 2.5497 0.237
H 3.0706 -0.5786 2.6091 0.237
H 2.5170 0.2102 1.1610 0.218
```

Properties
* energy above the lowest of the compared OMol25 structures with the same formula, charge and spin: 35.5 kcal per mole
* net charge: +2
* E_LUMO: -7.6 eV
* spin multiplicity: 1
* gap between HOMO and LUMO: 7.00 eV
* DFT total energy: -3405.20053 Ha